No. 1
Below is a gas-phase ion, C3H2NO3S (charge -1), with properties calculated with ωB97M-V with the def2-TZVPD basis set.

Computed properties:
Strongest force on any atom in eV/A: 3.1
LUMO in eV: 3.731
Charge: -1
Multiplicity: 1
Energy above the lowest of the compared OMol25 structures with the same formula, charge and spin in kJ/mol: 184.90
Orbital gap in Ha: 0.23933

Cartesian coordinates (Å):
1 C 1.43274 0.11944 -2.22812
2 C -0.76265 1.06637 -2.43921
3 C -0.09583 -0.29947 -0.07165
4 N 0.60326 0.87998 -2.71334
5 O 2.51377 -0.31983 -2.12758
6 O -1.49081 1.77147 -3.04145
7 O -0.15907 0.63620 1.01130
8 S -1.50905 0.05521 -1.15194
9 H -0.24028 -1.24579 0.47004
10 H -0.00349 1.43603 0.52766



No. 2
Below is 2 unconnected molecules or ions with the total composition C3H2NO4S, with properties calculated with ωB97M-V with the def2-TZVPD basis set.

Computed properties:
Strongest force on any atom in eV/A: 3.1
LUMO in eV: 3.615
Charge: -1
Multiplicity: 1
Energy above the lowest of the compared OMol25 structures with the same formula, charge and spin in kJ/mol: 146.47
Orbital gap in Ha: 0.31034

Cartesian coordinates (Å):
1 C 0.62908 1.35658 -0.17272
2 C -1.30089 -0.02828 0.93386
3 C 1.53300 1.05720 0.69079
4 N -0.94749 -0.99747 0.37373
5 O -0.06067 1.83624 -0.96122
6 O -1.55022 0.87871 1.61637
7 O -0.32741 -3.23524 -1.01673
8 O -1.45738 -1.22500 -2.27073
9 S -0.39230 -1.77550 -1.37009
10 H 2.18742 0.16825 0.85876
11 H 1.68688 1.96451 1.31797



Number 2 is which compound?
C3H2NO4S